ORCA calculation (ωB97M-V with the def2-TZVPD basis set) on a structure of composition C2HBrClNO2 at a distorted geometry.

```
8
Properties=species:S:1:pos:R:3:forces:R:3
C -0.615750 -0.202419 0.065012 5.915 -5.725 -0.561
C 0.863634 -0.924911 0.064872 -7.591 3.673 -0.235
N -0.684476 1.180545 0.021072 -0.561 0.200 -0.054
O 0.359771 1.796288 0.009261 0.482 0.904 0.079
O -1.785494 1.698543 0.005365 -0.572 -0.020 -0.059
Cl 0.891096 -2.579702 0.002690 -0.073 -0.924 0.051
Br 2.386380 -0.019649 0.031254 1.809 0.322 0.148
H -1.415157 -0.948697 -0.199526 0.591 1.569 0.631
```
Forces are in eV/Å.

## Properties
**Frontier orbital gap (alpha / beta)**: 7.975 / 7.977 eV
**Max |F|**: 8.436 eV/A
**Highest occupied orbital energy (alpha / beta)**: -9.58 / -9.58 eV
**Energy relative to the best compared isomer or geometry (same formula, charge and spin)**: 356.1 kJ/mol

Results of the Löwdin charge analysis, in e, for atoms 1 through 4: -0.044 -1.197 -0.492 -0.055

---

ORCA calculation (ωB97M-V with the def2-TZVPD basis set) on a cluster of 2 separate species, C2HBrFOS2 in total at a distorted geometry.

```
8
Properties=species:S:1:pos:R:3:forces:R:3
C -1.218278 -1.659911 0.523585 -1.958 0.232 -0.815
C 0.021103 -1.063914 0.039737 -1.702 3.900 -1.576
O -2.326246 -2.046282 0.222809 1.759 0.090 0.496
F 0.397921 -2.972633 -1.473156 -1.139 -0.998 -0.655
S -0.354655 -0.959756 1.873416 0.207 -0.241 -0.018
S 1.408503 -1.842446 -0.630768 -0.052 -1.422 -0.805
Br 2.634368 -0.329383 0.437570 2.057 2.254 1.486
H -0.281601 0.269530 -0.598558 0.829 -3.815 1.888
```
Forces are in eV/Å.

## Properties
**Frontier orbital gap**: 7.416 eV
**Max |F|**: 4.538 eV/A
**Highest occupied orbital energy**: -4.13 eV
**Energy relative to the best compared isomer or geometry (same formula, charge and spin)**: 186.8 kJ/mol
**Charge**: -1

Results of the Löwdin charge analysis, in e, for atoms 1 through 4: -0.823 -0.962 0.023 -0.601

---

ORCA calculation (ωB97M-V with the def2-TZVPD basis set) on a cluster of 3 separate species, C2HBrN2O2 in total at a distorted geometry.

```
8
Properties=species:S:1:pos:R:3:forces:R:3
C -1.123154 1.631886 -0.086419 -1.761 2.946 0.311
C -2.014187 -1.673273 0.429420 -0.453 -0.982 -0.209
N -0.306996 0.743123 -0.018369 0.186 -0.069 -0.093
N 0.088583 -0.376219 -0.223334 0.688 -1.171 -0.171
O -1.735322 2.649365 0.000191 0.872 -1.563 -0.164
O -2.111685 -2.735677 0.050884 0.132 0.809 0.293
Br 3.026639 0.101509 0.342022 1.492 -0.468 -0.867
H 4.176120 -0.340715 -0.494396 -1.156 0.498 0.900
```
Forces are in eV/Å.

## Properties
**Frontier orbital gap (alpha / beta)**: 7.674 / 7.638 eV
**Max |F|**: 3.447 eV/A
**Highest occupied orbital energy (alpha / beta)**: -9.00 / -8.92 eV
**Energy relative to the best compared isomer or geometry (same formula, charge and spin)**: 310.6 kJ/mol

Results of the Löwdin charge analysis, in e, for atoms 1 through 4: -0.233 -0.027 -0.069 0.070